No. 1
{"formula": "C18H19N5O", "method": "ωB97M-V with the def2-TZVPD basis set", "relative_energy_kcal_mol": 15.02, "e_homo_ha": -0.31772, "smiles": "CCCC(=O)n1nc(-c2cccnc2)nc1NCc1ccccc1", "homo_lumo_gap_ha": 0.3282, "lumo_energy_ev": 0.29, "charge": 0, "elements": ["C", "C", "C", "C", "O", "N", "N", "C", "C", "C", "C", "C", "N", "C", "N", "C", "N", "C", "C", "C", "C", "C", "C", "C", "H", "H", "H", "H", "H", "H", "H", "H", "H", "H", "H", "H", "H", "H", "H", "H", "H", "H", "H"], "positions_angstrom": [[-1.69597, 1.89429, -4.74962], [-1.24015, 1.86361, -3.29742], [0.27558, 2.08492, -3.19138], [0.69672, 2.08975, -1.75169], [0.94354, 3.08355, -1.09839], [0.75462, 0.84333, -1.17094], [0.46961, -0.32248, -1.81593], [0.56568, -1.24102, -0.88507], [0.33874, -2.64966, -1.12889], [0.00834, -3.12337, -2.39799], [-0.19375, -4.48074, -2.56591], [-0.05803, -5.31054, -1.46091], [0.25394, -4.87055, -0.25265], [0.44682, -3.57646, -0.09042], [0.90062, -0.75845, 0.34824], [1.02134, 0.53180, 0.16399], [1.39577, 1.45130, 1.05152], [1.41435, 1.15415, 2.46120], [0.11078, 1.43812, 3.17524], [-0.92691, 2.13610, 2.57558], [-2.10122, 2.37895, 3.26904], [-2.24980, 1.92947, 4.56836], [-1.21710, 1.23260, 5.17414], [-0.04632, 0.98854, 4.48143], [-1.19865, 1.11410, -5.32086], [-2.76959, 1.73420, -4.81047], [-1.46550, 2.85492, -5.20478], [-1.75822, 2.64229, -2.73299], [-1.48685, 0.89609, -2.85668], [0.54305, 3.04625, -3.63169], [0.79052, 1.27659, -3.71132], [-0.08171, -2.42715, -3.21795], [-0.45067, -4.88962, -3.53111], [-0.20509, -6.37972, -1.54314], [0.69908, -3.24307, 0.90640], [1.35390, 2.41530, 0.73898], [1.65558, 0.09252, 2.56241], [2.21587, 1.74143, 2.92281], [-0.83026, 2.49557, 1.56131], [-2.90152, 2.92295, 2.78919], [-3.16610, 2.11925, 5.10707], [-1.32628, 0.87596, 6.18765], [0.75736, 0.44183, 4.95336]], "lowdin_charge": [-0.108, -0.253, -0.121, -0.393, 0.088, 0.036, 0.154, -0.299, -0.144, -0.014, -0.059, -0.151, 0.062, -0.091, 0.200, -0.305, 0.079, -0.130, -0.203, -0.037, -0.082, -0.095, -0.085, -0.049, 0.074, 0.071, 0.073, 0.115, 0.097, 0.127, 0.117, 0.110, 0.100, 0.102, 0.110, 0.122, 0.123, 0.134, 0.105, 0.102, 0.100, 0.102, 0.113]}

***

No. 2
{"formula": "C6H11NO3S", "method": "ωB97M-V with the def2-TZVPD basis set", "relative_energy_kcal_mol": 152.05, "e_homo_ha": -0.33082, "homo_lumo_gap_ha": 0.3305, "lumo_energy_ev": -0.01, "charge": 0, "elements": ["C", "C", "C", "C", "C", "C", "N", "O", "O", "O", "S", "H", "H", "H", "H", "H", "H", "H", "H", "H", "H", "H"], "positions_angstrom": [[-0.67892, 1.82398, -0.60333], [-0.81918, 1.89656, 0.88825], [-0.66997, 0.51593, 1.45470], [-0.35863, -0.32149, 0.20903], [-1.67394, -1.78942, -0.83649], [2.41889, -0.36989, -0.62860], [-0.36313, 0.66531, -0.91324], [-0.02628, 0.23777, -2.02027], [1.20903, -2.50778, 0.15814], [1.53574, -0.87991, 1.88141], [1.25070, -1.15242, 0.51063], [-0.80692, 2.60929, -1.38751], [-0.02321, 2.47220, 1.41504], [-1.74579, 2.39223, 1.10971], [-0.00419, 0.50704, 2.25290], [-1.59355, 0.15633, 1.86937], [-1.38343, -2.80646, -0.60784], [-1.46340, -1.37174, -1.90694], [-2.56808, -1.53671, -0.42083], [1.73713, 0.10662, -1.33934], [2.93534, 0.38748, -0.00283], [3.09180, -1.03494, -1.08197]], "lowdin_charge": [-0.013, -0.142, -0.157, -0.182, 0.170, -0.096, -0.336, -0.102, -0.307, -0.321, 0.631, 0.167, 0.132, 0.105, 0.078, 0.119, 0.030, 0.080, -0.019, 0.034, 0.079, 0.051]}

***

No. 3
{"formula": "C12H12N2S", "method": "ωB97M-V with the def2-TZVPD basis set", "relative_energy_kcal_mol": 20.66, "e_homo_ha": -0.31511, "smiles": "CCc1ccc(/C=C(/C#N)C(N)=S)cc1", "homo_lumo_gap_ha": 0.2817, "lumo_energy_ev": -0.91, "charge": 0, "elements": ["C", "C", "C", "C", "C", "C", "C", "C", "C", "N", "C", "N", "S", "C", "C", "H", "H", "H", "H", "H", "H", "H", "H", "H", "H", "H", "H"], "positions_angstrom": [[-3.21059, 2.41882, 1.59920], [-1.66739, 2.31658, 1.66377], [-1.10777, 1.19350, 0.87257], [-0.27740, 0.22095, 1.43820], [0.35050, -0.71706, 0.61065], [0.11399, -0.72296, -0.78792], [0.62145, -1.80204, -1.61568], [1.88362, -2.35565, -1.61152], [2.10179, -3.49107, -2.46004], [2.10082, -4.34878, -3.22322], [3.01600, -1.86075, -0.73168], [3.15953, -0.59137, -0.23437], [4.26045, -2.89703, -0.39461], [-0.72881, 0.24679, -1.36601], [-1.32203, 1.18733, -0.51313], [-3.53914, 3.30190, 2.15162], [-3.71802, 1.53906, 1.97027], [-3.58098, 2.53161, 0.57680], [-1.38010, 2.19210, 2.70464], [-1.24833, 3.27630, 1.28536], [-0.08743, 0.21129, 2.50534], [0.95799, -1.50194, 1.08643], [-0.06842, -2.26514, -2.29825], [3.91482, -0.40479, 0.42712], [2.36690, 0.06314, -0.29323], [-0.95851, 0.26013, -2.44854], [-1.95293, 1.99908, -0.91376]], "lowdin_charge": [-0.093, -0.210, -0.249, -0.015, -0.041, -0.243, 0.025, -0.229, -0.249, 0.173, -0.810, 0.052, 0.676, -0.009, -0.030, 0.072, 0.072, 0.063, 0.104, 0.129, 0.114, 0.128, 0.127, 0.098, 0.097, 0.128, 0.119]}

***

No. 4
{"formula": "C3H8N2O2", "method": "ωB97M-V with the def2-TZVPD basis set", "relative_energy_kcal_mol": 74.69, "e_homo_ha": -0.35665, "smiles": "C[C@H](O)N(N)C=O", "homo_lumo_gap_ha": 0.3866, "lumo_energy_ev": 0.81, "charge": 0, "elements": ["C", "C", "O", "N", "N", "C", "O", "H", "H", "H", "H", "H", "H", "H", "H"], "positions_angstrom": [[-1.62385, 0.34338, -0.93946], [-0.64116, -0.39796, -0.06612], [-1.13701, -0.81735, 1.12125], [0.62189, 0.30031, -0.02472], [0.87052, 0.90127, 1.23830], [1.54670, -0.75298, -0.43437], [2.58893, -0.88644, 0.18819], [-1.19019, 0.55748, -1.91329], [-2.53802, -0.23385, -1.05227], [-1.85517, 1.29335, -0.45515], [-0.11155, -1.38160, -0.65828], [-0.79805, -0.17199, 1.78560], [1.70165, 0.44141, 1.62417], [1.12563, 1.87118, 1.06972], [1.43968, -1.06624, -1.48357]], "lowdin_charge": [-0.026, -0.531, 0.011, -0.130, 0.066, -0.278, 0.047, 0.076, 0.080, 0.085, 0.166, 0.103, 0.090, 0.097, 0.143]}

***

No. 5
{"formula": "C35H43CrN3Sb", "method": "ωB97M-V with the def2-TZVPD basis set", "e_homo_ha": [-0.37321, -0.39132], "spin_multiplicity": 5, "homo_lumo_gap_ha": [0.2549, 0.2700], "lumo_energy_ev": [-3.22, -3.30], "charge": 1, "elements": ["Cr", "C", "C", "C", "C", "N", "C", "C", "C", "C", "C", "C", "C", "H", "H", "H", "H", "H", "H", "H", "H", "C", "C", "N", "C", "C", "C", "C", "C", "C", "C", "C", "C", "N", "C", "H", "H", "H", "H", "H", "H", "H", "H", "C", "C", "C", "C", "Sb", "C", "C", "C", "C", "C", "C", "C", "C", "H", "H", "H", "H", "H", "H", "H", "H", "H", "H", "H", "H", "H", "H", "H", "H", "H", "H", "H", "H", "H", "H", "H", "H", "H", "H", "H"], "positions_angstrom": [[11.97594, 12.28272, 9.73990], [16.31093, 11.33496, 10.00186], [16.92685, 12.40760, 9.27843], [16.08475, 13.36172, 8.76834], [14.68339, 13.26669, 8.87490], [14.17180, 12.23754, 9.58968], [14.95871, 11.29727, 10.07918], [13.71454, 14.31032, 8.49418], [14.18422, 15.52336, 7.97265], [13.36986, 16.65550, 7.77835], [12.02570, 16.47570, 8.07943], [11.53845, 15.26130, 8.61906], [12.31377, 14.13726, 8.78653], [16.91340, 10.53143, 10.49173], [17.98055, 12.43603, 9.23310], [16.57512, 14.19315, 8.18645], [14.45783, 10.50924, 10.61669], [15.25657, 15.63756, 7.77224], [13.77630, 17.58948, 7.52360], [11.26135, 17.24691, 8.15273], [10.51491, 15.15739, 8.87860], [7.66040, 13.09372, 9.10682], [9.02498, 12.85196, 8.97857], [9.85873, 12.47783, 9.95961], [9.27079, 12.26047, 11.19973], [7.95571, 12.41576, 11.41038], [7.15138, 12.88800, 10.34913], [7.41214, 12.23926, 12.75606], [8.16468, 11.80614, 13.81702], [9.58225, 11.59688, 13.62984], [10.44681, 11.19333, 14.59507], [11.80577, 11.24244, 14.42694], [12.27747, 11.62613, 13.16494], [11.48784, 11.93278, 12.12631], [10.16455, 11.84698, 12.30016], [7.11178, 13.51928, 8.28440], [9.44079, 13.09728, 8.01481], [6.13771, 13.16502, 10.59070], [6.33630, 12.33956, 12.87290], [7.75461, 11.62679, 14.74104], [10.06861, 10.87312, 15.58224], [12.45110, 10.95892, 15.25122], [13.34979, 11.73684, 12.89555], [12.91210, 8.16099, 11.20192], [11.61269, 7.78499, 10.43411], [11.91298, 6.35651, 9.86922], [10.50143, 7.58334, 11.39858], [11.24664, 9.35556, 8.95367], [12.45612, 8.83014, 7.17467], [12.19802, 9.88812, 6.07598], [13.89514, 8.89996, 7.69981], [12.21783, 7.43876, 6.54712], [9.24328, 8.89727, 8.19445], [8.21254, 9.42814, 9.18089], [9.01852, 9.59453, 6.80275], [9.02498, 7.34167, 8.13832], [13.06793, 7.34357, 11.93903], [12.86763, 9.12637, 11.80041], [13.84250, 8.29692, 10.54552], [12.26364, 5.74044, 10.75500], [12.73939, 6.23541, 9.12984], [11.01911, 5.83911, 9.48427], [10.88818, 7.11815, 12.31148], [9.63978, 6.99119, 11.08887], [10.11920, 8.52156, 11.78317], [12.70490, 10.83386, 6.52133], [11.17710, 10.11230, 5.96211], [12.64923, 9.56947, 5.15142], [14.16237, 9.85257, 8.07421], [14.57638, 8.58336, 6.88468], [14.07019, 8.11425, 8.45448], [11.27586, 7.32120, 5.94677], [12.32604, 6.56004, 7.21608], [13.03473, 7.31623, 5.77176], [8.12954, 10.46312, 9.02125], [8.42030, 9.23819, 10.22868], [7.25564, 8.94154, 8.88357], [9.48819, 10.57016, 6.68684], [7.96741, 9.69758, 6.59132], [9.44018, 8.93956, 6.06560], [8.84622, 6.95349, 9.13724], [9.83495, 6.77214, 7.61463], [8.16761, 7.15662, 7.45967]], "lowdin_spin": [3.839, 0.000, 0.009, 0.000, 0.013, 0.006, 0.009, 0.014, -0.004, 0.017, -0.006, 0.013, -0.031, 0.000, 0.001, 0.000, 0.002, -0.001, 0.001, -0.001, 0.000, -0.001, 0.020, 0.002, 0.008, 0.000, 0.013, 0.000, -0.002, 0.001, 0.003, 0.001, 0.007, 0.027, 0.006, 0.000, 0.003, 0.001, 0.000, 0.000, 0.000, 0.000, 0.001, 0.001, 0.005, 0.001, 0.000, 0.015, 0.000, 0.003, 0.001, 0.000, 0.000, 0.000, 0.000, 0.000, 0.000, 0.001, 0.000, 0.000, 0.000, 0.000, 0.000, 0.000, 0.000, 0.003, 0.000, 0.000, 0.001, 0.000, 0.000, 0.000, 0.000, 0.000, 0.000, 0.000, 0.000, 0.000, 0.000, 0.000, 0.000, 0.000, 0.000]}

***

No. 6
{"formula": "C3H3Br2N3", "method": "ωB97M-V with the def2-TZVPD basis set", "relative_energy_kcal_mol": 90.09, "e_homo_ha": [-0.25437, -0.25445], "homo_lumo_gap_ha": [0.2553, 0.2554], "lumo_energy_ev": [0.03, 0.03], "charge": 0, "elements": ["C", "C", "C", "N", "N", "N", "Br", "Br", "H", "H", "H"], "positions_angstrom": [[-0.11777, -2.91047, -0.59892], [-0.50844, -1.73508, -0.52825], [0.32824, 0.79559, 0.41209], [-1.20317, -0.65327, -0.81950], [-0.73124, 0.49819, -0.33172], [0.37010, 2.16356, 0.81329], [0.62986, -4.53444, -0.21918], [1.74759, -0.32340, 0.72490], [-1.28325, 1.30498, -0.63652], [1.22300, 2.75649, 0.79454], [-0.45492, 2.63785, 0.38927]], "lowdin_charge": [-0.667, -0.383, -0.787, -0.020, -0.071, 0.020, 0.666, 0.887, 0.159, 0.101, 0.093]}

***

No. 7
{"formula": "CH5BO", "method": "ωB97M-V with the def2-TZVPD basis set", "relative_energy_kcal_mol": 10.76, "e_homo_ha": [-0.19918, -0.42180], "spin_multiplicity": 3, "homo_lumo_gap_ha": [0.2294, 0.2641], "lumo_energy_ev": [0.82, -4.29], "charge": 0, "elements": ["B", "C", "O", "H", "H", "H", "H", "H"], "positions_angstrom": [[-0.25732, -0.34382, 1.30169], [0.11397, 0.17083, -1.04968], [-0.68122, -0.30629, 0.00556], [0.77484, -0.13340, 1.77526], [-1.00471, -0.67251, 2.18269], [-0.36311, 0.26545, -1.99008], [1.09500, -0.25116, -1.25256], [0.32256, 1.27090, -0.97288]], "lowdin_spin": [0.936, 0.038, 0.422, 0.294, 0.295, 0.000, 0.008, 0.008]}

***

No. 8
{"formula": "C2H5FO2", "method": "ωB97M-V with the def2-TZVPD basis set", "relative_energy_kcal_mol": 69.61, "e_homo_ha": -0.37040, "homo_lumo_gap_ha": 0.3996, "lumo_energy_ev": 0.79, "charge": 0, "elements": ["C", "C", "O", "O", "F", "H", "H", "H", "H", "H"], "positions_angstrom": [[-0.72782, -0.25774, -0.31391], [1.32708, -1.08062, -0.29505], [1.13657, 1.81272, 2.16556], [0.27738, -0.93138, -0.99458], [2.14701, -2.00908, -0.83202], [-0.54798, -0.01153, 0.75580], [-1.75140, -0.81590, -0.29964], [-0.90487, 0.68186, -0.78900], [1.05154, 0.92190, 1.78539], [1.80272, 1.92001, 2.85701]], "lowdin_charge": [-0.110, -0.114, -0.081, -0.045, 0.023, 0.078, 0.132, 0.083, -0.005, 0.038]}

***

Number 1: strongest force on any atom 0.0282 hartree/bohr, calculated total energy -1046.37495 Ha. Number 2: strongest force on any atom 0.0940 hartree/bohr, calculated total energy -913.66317 Ha. Number 3: strongest force on any atom 0.0513 hartree/bohr, calculated total energy -972.13700 Ha. Number 4: strongest force on any atom 0.1018 hartree/bohr, calculated total energy -379.02199 Ha. Number 5: strongest force on any atom 0.0734 hartree/bohr, calculated total energy -2808.24519 Ha. Number 6: strongest force on any atom 0.0647 hartree/bohr, calculated total energy -5428.23403 Ha. Number 7: strongest force on any atom 0.0616 hartree/bohr, calculated total energy -140.96630 Ha. Number 8: strongest force on any atom 0.0790 hartree/bohr, calculated total energy -329.45152 Ha.